ORCA calculation (wB97M-V/def2-TZVPD) on a 2-piece molecular cluster, C5H12NS2 overall.

## Properties
LUMO: -5.0 eV
HOMO-LUMO gap: 7.864 eV
Total charge: +1
HOMO energy: -12.9 eV
Molar mass: 150.3 g mol⁻¹
Multiplicity: 1

Cartesian coordinates (Å):
C: -0.381 1.602 -1.752
C: 0.782 1.172 -2.202
C: -1.901 1.833 0.046
N: -0.784 1.430 -0.404
H: -1.085 2.145 -2.366
H: 1.453 0.638 -1.545
H: 1.113 1.315 -3.219
H: -2.129 1.659 1.092
H: -2.608 2.362 -0.576
H: -0.143 0.913 0.258
C: 0.169 -2.246 -0.132
C: 0.803 -1.906 1.207
S: 1.492 -0.224 1.202
S: 1.443 0.324 3.204
H: 0.919 -2.280 -0.926
H: -0.604 -1.550 -0.461
H: -0.295 -3.228 -0.079
H: 1.580 -2.632 1.431
H: 0.050 -1.906 1.991
H: 0.126 0.579 3.232

natural (NBO) atomic charge list, values in e, 8 entries:
1. C -0.086
2. C -0.281
3. C 0.104
4. N -0.431
5. H 0.229
6. H 0.219
7. H 0.248
8. H 0.225